Entry 1:
# C21H33Cl2MnN4O3S

C21H33Cl2MnN4O3S as an isolated structure in a non-equilibrium geometry (ωB97M-V/def2-TZVPD, the Open Molecules 2025 dataset).

Summary:
* 2S+1: 5
* molar mass: 547.431 g/mol
* charge: 0
* max |F|: 2.73 eV/A
* energy relative to the best compared isomer or geometry (same formula, charge and spin): 0.000 eV
* frontier orbital gap (spin up / spin down): 0.2019 / 0.2814 hartree

Cartesian coordinates (Å):
O: -1.17922 0.45144 -1.59143
C: -1.40716 1.76688 -1.86905
C: -0.80825 2.10963 -3.24617
C: 0.29623 1.42122 -3.74397
H: 0.76060 0.65170 -3.12318
C: 0.80054 1.70877 -5.01492
H: 1.64013 1.11952 -5.39521
C: 0.23574 2.75267 -5.76187
H: 0.64907 3.00820 -6.73617
C: -0.84853 3.48323 -5.24392
H: -1.28471 4.30854 -5.80641
C: -1.37922 3.14369 -3.99766
H: -2.23635 3.67179 -3.56458
H: -2.51432 1.92967 -1.96344
C: -1.94880 3.09734 0.35497
C: -0.91175 2.76187 -0.69030
H: -2.00441 4.17691 0.59482
H: -1.73595 2.57404 1.30135
H: -2.95082 2.80115 0.02459
C: 0.14218 3.58086 -0.90341
C: 0.61280 4.68487 -0.00957
H: 0.71987 3.47986 -1.83717
H: 0.60635 5.67284 -0.50429
H: 1.66040 4.50616 0.27426
H: 0.02720 4.77127 0.92166
Mn: 0.08648 0.45810 0.24601
Cl: 1.87071 -0.02530 -1.09186
Cl: 1.09243 1.76396 1.71781
H: -0.78633 -2.90209 -4.72855
H: 1.04235 -3.99849 -3.16162
C: -0.52748 -2.00063 -4.15218
C: 1.05546 -3.07295 -2.56715
N: -0.18020 -2.34493 -2.78584
H: -1.38698 -1.32071 -4.13489
C: -1.02500 -2.08257 -1.77169
O: -0.74722 -2.18465 -0.56521
H: 1.15910 -3.30130 -1.50528
H: -2.02902 -1.75810 -2.11951
H: 0.31732 -1.50538 -4.65046
H: 1.90847 -2.46977 -2.90715
H: -3.86825 -0.97316 3.63558
H: -5.36642 -1.94794 1.68012
C: -3.81599 -0.08590 2.98904
C: -5.09025 -1.05982 1.09460
N: -3.84668 -0.48456 1.59154
H: -2.90700 0.48183 3.20961
C: -2.75760 -0.41139 0.82594
O: -1.67467 0.11358 1.24932
H: -4.96369 -1.33508 0.04337
H: -2.83220 -0.82700 -0.19082
H: -4.70494 0.52253 3.19706
H: -5.90590 -0.32621 1.17805
C: 1.97804 -3.68596 3.40858
N: 2.80100 -2.81476 2.58463
C: 4.13633 -2.98132 2.28691
C: 4.49687 -1.92507 1.47983
N: 3.37056 -1.14145 1.33114
C: 2.30011 -1.68656 1.98218
S: 0.70025 -1.24948 2.14116
H: 1.65590 -3.16646 4.32314
H: 1.07943 -3.99296 2.85297
H: 2.56438 -4.56887 3.67709
H: 4.69773 -3.82016 2.65810
H: 5.43040 -1.67862 1.03370
H: 3.28211 -0.34303 0.69465

Atom charges from the Mulliken analysis, given in e for atoms 1 to 6: O 0.037; C 0.490; C -0.678; C 0.662; H 0.052; C -1.006



Entry 2:
# C10H21N3

An isolated ion of composition C10H21N3 and charge +2 in a non-equilibrium geometry (ωB97M-V/def2-TZVPD, the Open Molecules 2025 dataset).

Summary:
* molar mass: 183.299 g/mol
* charge: +2
* max |F|: 5.06 eV/A
* energy relative to the best compared isomer or geometry (same formula, charge and spin): 4.872 eV
* frontier orbital gap (spin up / spin down): 0.2938 / 0.2138 hartree

Cartesian coordinates (Å):
C: 1.59863 1.06274 0.32761
C: -0.49353 0.03469 1.24274
C: 0.35293 1.25264 1.23933
C: -0.45100 -0.77537 2.40781
C: -2.64360 2.41976 -0.73276
C: 4.29453 -0.89654 -0.08333
C: -1.64330 -2.35010 -0.99375
C: -1.77864 1.41043 -1.49978
C: 3.16395 -0.44659 -0.93148
C: -2.23606 -1.26041 -0.06206
N: -0.91563 0.50580 -0.86223
N: 1.96169 0.00202 -0.21153
N: -1.24009 -0.24211 0.15855
H: 2.12702 2.04738 0.22495
H: 0.66266 1.47850 2.17622
H: -0.11026 2.17044 0.86177
H: -1.03040 -0.21829 3.18367
H: 0.47950 -0.77099 3.00921
H: -0.81844 -1.76085 2.23033
H: -3.34393 2.89746 -1.53708
H: -3.26926 1.97710 0.06573
H: -1.80110 3.08894 -0.28935
H: 4.50018 -0.15912 0.61887
H: 4.11806 -1.73530 0.66698
H: 5.10550 -1.18430 -0.66823
H: -2.47018 -3.06700 -1.24134
H: -1.34257 -1.91261 -1.99762
H: -0.89724 -2.91470 -0.62069
H: -2.50384 0.68834 -1.96375
H: -1.34512 1.94149 -2.37324
H: 2.61126 -1.27601 -1.51068
H: 3.40648 0.27939 -1.83901
H: -2.47398 -1.68662 0.97425
H: -3.20630 -0.85761 -0.48566

Atom charges from the Mulliken analysis, given in e for atoms 1 to 6: C 0.227; C 1.138; C -1.015; C -1.704; C -0.846; C -1.109



Entry 3:
# C13H37Hg2O13

C13H37Hg2O13 as an isolated structure in a non-equilibrium geometry (ωB97M-V/def2-TZVPD, the Open Molecules 2025 dataset).

Summary:
* molar mass: 802.606 g/mol
* charge: +1
* max |F|: 2.20 eV/A
* energy relative to the best compared isomer or geometry (same formula, charge and spin): 0.000 eV
* frontier orbital gap: 0.3245 hartree

Cartesian coordinates (Å):
Hg: 0.47662 1.10706 -1.91632
Hg: -2.96901 0.77142 -0.10338
C: 0.45779 -1.28339 1.68504
C: 0.43255 -0.52043 0.39057
O: 1.44256 -0.45071 -0.38858
O: -0.63269 0.04192 0.00411
H: -0.48673 -1.78554 1.90944
H: 0.62896 -0.65131 2.55544
H: 1.16348 -2.11295 1.64659
C: -1.76205 4.90275 -1.11637
C: -1.66594 3.46790 -0.64077
O: -2.68742 3.00496 -0.06649
O: -0.57866 2.84313 -0.79438
H: -2.63744 5.44647 -0.76721
H: -1.81013 4.86755 -2.20628
H: -0.92120 5.51204 -0.78630
C: -2.80459 1.28206 -4.49831
C: -2.69301 0.92262 -3.04224
O: -3.65090 1.11740 -2.24132
O: -1.60339 0.45814 -2.55779
H: -1.93403 0.89312 -5.02682
H: -2.75951 2.36329 -4.61200
H: -3.68633 0.81084 -4.92404
C: 3.45418 2.30123 -0.72325
O: 2.52865 2.26963 -1.82527
H: 3.74813 1.27245 -0.51943
H: 4.27137 2.99410 -0.90592
H: 2.96542 2.66710 0.18333
H: 2.88395 2.78588 -2.55363
C: 1.29291 -4.47840 -0.11656
O: 1.33741 -5.59052 -0.98187
H: 0.52449 -3.74559 -0.41502
H: 0.89870 -4.87350 0.82416
H: 2.24729 -3.97170 0.03578
H: 1.82240 -5.38275 -1.78480
C: 0.73919 -1.51121 -3.84732
O: 1.54833 -0.48035 -3.25734
H: -0.32928 -1.38261 -3.70727
H: 0.93374 -1.48297 -4.92459
H: 1.01979 -2.49966 -3.47822
H: 2.46884 -0.74923 -3.33597
C: 0.70314 1.38807 5.66296
O: 1.48364 0.94794 6.75451
H: -0.32427 0.99456 5.75116
H: 0.52764 2.44877 5.87048
H: 1.08871 1.22837 4.65162
H: 1.55563 -0.01225 6.70893
C: 4.09824 -1.29363 1.50007
O: 3.77455 -1.90009 0.28041
H: 4.41549 -0.24247 1.37662
H: 3.23401 -1.10885 2.16394
H: 4.80916 -1.85662 2.09959
H: 2.93836 -1.48902 -0.00750
C: -2.47111 -2.50670 -0.52753
O: -3.47834 -1.60856 -0.05528
H: -3.01020 -3.29053 -1.07483
H: -1.80924 -2.07945 -1.28191
H: -1.79695 -3.02480 0.16027
H: -4.21958 -2.15265 0.22439
C: -2.32109 0.96591 3.27623
O: -2.92846 0.27550 2.18296
H: -3.02509 1.40295 3.98219
H: -1.58497 0.26731 3.67963
H: -1.71946 1.82540 2.97196
H: -3.61421 -0.32943 2.47975

Atom charges from the Mulliken analysis, given in e for atoms 1 to 6: Hg 2.445; Hg 1.995; C -1.345; C 0.846; O -0.876; O -0.600



Entry 4:
# C16H9Cl2N4O4Zn

C16H9Cl2N4O4Zn as an isolated structure in a non-equilibrium geometry (ωB97M-V/def2-TZVPD, the Open Molecules 2025 dataset).

Summary:
* molar mass: 457.568 g/mol
* charge: -3
* max |F|: 5.45 eV/A
* energy relative to the best compared isomer or geometry (same formula, charge and spin): 0.000 eV
* frontier orbital gap: 0.1038 hartree

Cartesian coordinates (Å):
N: 3.63325 -0.59553 -2.99058
C: 2.74813 -0.95887 -2.31700
C: 1.65670 -1.41057 -1.49346
C: 1.51009 -0.92680 -0.15578
C: 0.61521 -1.63050 0.66363
N: 0.45337 -1.61816 2.04620
O: 1.00072 -1.01413 2.95625
O: -0.61289 -2.53803 2.30996
N: -1.09473 -3.08157 1.15501
C: -0.29224 -2.57891 0.17374
C: -0.34344 -2.81968 -1.24251
N: -1.44576 -3.44176 -1.90087
O: -2.62497 -3.35073 -1.35599
O: -1.27862 -4.04992 -2.95544
C: 0.72605 -2.32529 -2.01600
H: 2.33855 -0.44226 0.37506
H: 0.78924 -2.63456 -3.06188
Cl: -5.28088 -1.27676 -2.09972
Zn: -3.48582 -1.50852 -0.94568
Cl: -2.36316 -0.20804 0.36199
C: -0.75031 2.67717 -0.97685
C: 0.20596 1.89488 -1.66349
C: 1.15557 1.40254 -0.71428
C: 0.79510 1.92477 0.57604
C: -0.41577 2.70787 0.41773
C: -0.99876 3.32381 1.53036
C: -0.38678 3.18798 2.77908
C: 0.78995 2.42766 2.92619
C: 1.38363 1.79570 1.82739
H: -1.62364 3.16817 -1.38998
H: 0.23698 1.72495 -2.73559
H: 2.16327 1.08561 -0.97448
H: -1.92657 3.88443 1.40028
H: -0.82828 3.66827 3.65534
H: 1.24343 2.31420 3.91078
H: 2.30742 1.22258 1.92456

Atom charges from the Mulliken analysis, given in e for atoms 1 to 6: N -0.786; C 0.167; C 0.274; C -0.431; C 0.499; N 0.657



Entry 5:
# C4H9NO

The molecule C4H9NO in a non-equilibrium geometry (ωB97M-V/def2-TZVPD, the Open Molecules 2025 dataset).

Summary:
* SMILES: CC(C)C(N)=O
* molar mass: 87.122 g/mol
* charge: 0
* max |F|: 1.15 eV/A
* energy relative to the best compared isomer or geometry (same formula, charge and spin): 0.843 eV
* frontier orbital gap: 0.3824 hartree

Cartesian coordinates (Å):
C: -0.47485 -1.52236 0.26491
C: -0.46471 -0.02632 -0.25256
C: -1.33782 1.24115 0.23958
C: 0.93477 0.58286 -0.23940
O: 1.04494 1.79678 -0.28769
N: 2.06638 -0.17377 -0.07179
H: -0.01255 -1.68625 1.24768
H: 0.09205 -2.17418 -0.43773
H: -1.47776 -1.96295 0.29455
H: -0.78223 -0.12201 -1.29589
H: -0.97347 2.19424 -0.20148
H: -2.37447 1.14618 -0.08002
H: -1.29498 1.41604 1.32003
H: 2.15969 -1.11713 -0.41312
H: 2.89501 0.40773 -0.08706

Atom charges from the Mulliken analysis, given in e for atoms 1 to 6: C -1.365; C 0.614; C -1.217; C 0.331; O -0.626; N -0.396



Entry 6:
# C6H12N2

The molecule C6H12N2 in a non-equilibrium geometry (ωB97M-V/def2-TZVPD, the Open Molecules 2025 dataset).

Summary:
* SMILES: C/C=N\N[C@@H]1C[C@@H]1C
* molar mass: 112.176 g/mol
* charge: 0
* max |F|: 2.95 eV/A
* energy relative to the best compared isomer or geometry (same formula, charge and spin): 3.298 eV
* frontier orbital gap: 0.3405 hartree

Cartesian coordinates (Å):
C: 2.03854 0.00189 1.02290
C: 2.04295 0.15492 -0.52715
C: -0.52092 -1.02060 0.26276
C: -1.95997 -0.96467 -0.02301
C: -1.21556 0.33616 0.39314
C: -1.09381 1.55968 -0.54536
H: 2.06605 -1.07833 1.38373
H: 3.04968 0.38103 1.21251
H: 1.25080 0.62865 1.56712
H: 2.66841 0.97018 -0.81357
H: -0.04753 -1.76329 -1.58607
H: -0.26156 -1.67509 1.20314
H: -2.34719 -1.02328 -1.08555
H: -2.59805 -1.52682 0.63075
H: -1.40798 0.64853 1.35490
H: -0.29249 2.16511 -0.23506
H: -1.95691 2.27955 -0.30340
H: -1.08599 1.48698 -1.65640
N: 1.27067 -0.31393 -1.40624
N: 0.40086 -1.24665 -0.84916

Atom charges from the Mulliken analysis, given in e for atoms 1 to 6: C -0.789; C -0.009; C -0.026; C -0.871; C 0.133; C -1.399